{"formula": "C40H62BMnN2O3SSeSi3Te2", "method": "wB97M-V/def2-TZVPD", "elements": ["C", "O", "H", "C", "C", "C", "H", "H", "C", "H", "C", "C", "C", "H", "C", "Si", "H", "H", "C", "C", "H", "H", "Se", "H", "N", "H", "C", "C", "C", "H", "H", "Te", "H", "C", "C", "C", "O", "H", "H", "C", "H", "H", "H", "H", "Te", "C", "H", "H", "C", "H", "N", "C", "H", "H", "C", "H", "H", "H", "C", "C", "Mn", "C", "H", "H", "H", "C", "C", "H", "H", "H", "C", "C", "H", "H", "H", "H", "H", "H", "C", "H", "H", "Si", "C", "H", "H", "C", "H", "H", "H", "C", "H", "H", "B", "C", "S", "H", "H", "H", "C", "H", "H", "H", "C", "H", "H", "H", "C", "H", "C", "H", "H", "Si", "C", "H", "O", "C"], "coordinates": [[0.216, -4.894, -0.485], [1.226, -2.218, -0.156], [-1.120, -3.316, -1.102], [-3.046, -0.852, -0.089], [5.566, -0.390, 0.695], [0.377, -3.431, 2.290], [-8.344, 0.569, -2.716], [4.231, 3.417, -2.009], [0.736, -0.452, -4.630], [-9.113, -0.052, -0.443], [0.198, -4.447, 3.223], [-0.922, -2.942, 4.730], [-1.368, 4.798, 3.511], [0.569, -5.445, 3.023], [2.988, -4.275, 0.718], [3.088, 5.550, -1.318], [0.797, 4.921, 1.114], [4.718, 5.526, 0.581], [1.884, 1.175, -3.270], [-7.341, 0.219, -2.480], [4.837, -0.660, 1.451], [-1.734, -4.298, 0.217], [2.200, 0.764, 1.365], [-0.423, -6.962, -0.498], [0.945, 1.008, 4.019], [-8.274, 2.131, -0.691], [3.958, -3.745, -0.128], [-7.071, 0.353, -0.976], [5.261, -4.203, -0.113], [-1.384, 1.439, 1.351], [-8.129, -1.508, -0.563], [0.306, 3.349, -1.018], [-0.050, -1.382, 1.869], [6.325, 0.427, -2.201], [1.225, 5.285, -1.619], [-4.578, 0.635, -1.224], [-1.718, -0.990, 0.080], [-2.540, 4.497, -0.329], [0.670, -1.772, -2.911], [0.092, -6.266, 0.171], [-3.598, 4.860, 1.028], [0.278, -1.010, -5.419], [3.478, 4.312, 0.833], [3.135, 5.999, 1.162], [4.480, 0.060, -1.117], [-0.459, -4.210, 4.421], [-0.765, 4.241, 4.221], [6.644, -5.588, 0.758], [-5.643, -0.091, -0.681], [-1.406, -2.750, 5.680], [1.573, 0.107, -2.565], [3.378, -5.285, 1.589], [2.662, -5.704, 2.282], [-7.972, -0.440, 0.839], [0.346, 3.936, 1.074], [5.998, -3.769, -0.777], [-6.627, 0.796, -3.059], [3.764, 4.339, -3.431], [5.628, -5.216, 0.755], [4.681, -5.751, 1.612], [1.073, -0.243, -0.478], [-1.892, 2.079, 2.074], [-0.479, -6.198, 1.094], [-6.177, -1.756, 0.568], [3.674, -2.950, -0.806], [3.654, 5.325, 0.487], [-2.569, 4.888, 0.684], [3.139, 7.564, -2.846], [0.343, -5.699, -2.503], [0.656, 6.055, -1.107], [-5.374, -1.186, 0.134], [0.947, -0.822, -3.345], [2.857, 8.061, -1.193], [-2.960, 1.903, 1.988], [1.900, -5.551, -1.668], [1.076, -6.675, 0.398], [-3.897, -2.435, 1.082], [5.172, 4.811, -2.501], [-7.244, 1.814, -0.541], [6.242, -1.227, 0.538], [4.474, 7.627, -1.710], [-1.398, 3.893, 1.825], [-0.762, -1.920, 3.810], [-1.573, 1.747, 3.058], [-2.370, 4.891, 3.920], [0.931, -5.076, -1.822], [-0.609, -5.018, 5.127], [-6.596, 2.480, -1.104], [-2.260, 5.929, 0.645], [-3.289, 0.258, -0.910], [6.952, 1.121, -1.657], [-0.950, 5.798, 3.435], [-1.069, 0.056, -0.609], [-8.130, -0.472, -0.236], [1.338, 1.147, -4.914], [1.009, 5.384, -2.680], [6.875, -0.492, -2.359], [4.967, -6.526, 2.314], [-1.185, -4.333, -0.723], [2.392, 2.033, -2.878], [6.074, 0.858, -3.160], [-7.003, 1.918, 0.515], [-4.082, -1.591, 0.438], [1.097, -4.113, -2.298], [-1.111, -0.926, 4.039], [-4.754, 1.492, -1.856], [1.398, 0.897, 2.963], [-7.257, -0.822, -2.780], [4.162, 4.421, -2.423], [6.117, 0.484, 1.025], [0.989, 3.236, 1.601], [1.204, -3.609, 0.581], [3.423, 7.375, -1.815], [-1.748, -4.941, -1.437], [-2.095, 0.816, -1.244], [-0.137, -2.178, 2.605]], "lowdin_charge": [-0.60, -0.40, 0.06, -0.22, -0.43, -0.18, 0.08, -0.01, -0.37, 0.08, -0.11, -0.10, -0.18, 0.08, -0.19, 0.47, -0.01, 0.03, -0.53, -0.05, -0.03, 0.08, 0.59, 0.08, 0.05, 0.08, -0.11, -0.56, -0.10, 0.00, 0.08, 1.23, 0.06, -0.44, -0.57, 0.05, 0.08, -0.01, 0.11, -0.10, 0.02, 0.06, 0.02, 0.02, 1.15, -0.11, 0.02, 0.09, -0.19, 0.09, -0.15, -0.10, 0.08, 0.08, -0.56, 0.10, 0.07, 0.02, -0.11, -0.10, 0.37, -0.15, 0.06, 0.09, 0.05, -0.18, -0.20, 0.02, 0.08, -0.01, -0.04, -0.23, 0.02, 0.04, 0.07, 0.07, 0.12, 0.02, -0.05, -0.01, 0.02, 0.46, -0.08, 0.02, 0.02, -0.10, 0.09, 0.07, 0.02, -0.20, -0.01, 0.02, -0.56, -0.07, 1.01, -0.01, -0.01, 0.09, -0.09, 0.01, -0.02, 0.09, 0.02, 0.06, 0.09, 0.12, -0.81, 0.09, -0.18, 0.00, -0.06, 0.47, -0.19, 0.08, 0.06, -0.09], "spin_multiplicity": 6, "total_charge": -1, "de_lowest_kcal_mol": 29.4, "energy_ha": -7276.8979, "gap_ev": [6.2, 6.9]}



{"formula": "C40H63Br38N2O3P2", "method": "wB97M-V/def2-TZVPD", "elements": ["C", "C", "H", "H", "O", "H", "Br", "Br", "Br", "C", "C", "C", "H", "H", "H", "H", "C", "H", "Br", "C", "H", "Br", "C", "C", "H", "Br", "Br", "H", "H", "H", "C", "H", "H", "C", "C", "Br", "Br", "H", "H", "C", "H", "H", "C", "C", "H", "H", "C", "Br", "H", "H", "H", "Br", "C", "H", "H", "H", "Br", "Br", "H", "Br", "H", "H", "P", "Br", "C", "N", "Br", "Br", "Br", "Br", "H", "H", "Br", "H", "Br", "H", "C", "Br", "C", "Br", "H", "N", "Br", "H", "Br", "Br", "H", "H", "H", "C", "Br", "H", "C", "C", "C", "Br", "H", "H", "C", "H", "H", "Br", "H", "H", "C", "C", "H", "Br", "H", "H", "Br", "H", "H", "O", "C", "Br", "Br", "C", "C", "C", "Br", "C", "H", "C", "H", "C", "H", "Br", "H", "C", "C", "H", "H", "H", "C", "H", "C", "H", "Br", "P", "Br", "H", "C", "H", "O", "H", "Br", "C"], "coordinates": [[2.189, 1.456, 1.392], [2.856, -2.891, 3.611], [1.469, -2.358, -1.611], [3.447, 1.110, -1.459], [-3.356, 3.914, 4.138], [-1.157, 3.405, 5.078], [-2.816, 2.270, -11.116], [3.892, 2.123, -9.793], [-0.523, 4.493, -10.846], [-4.490, 9.437, -1.787], [0.116, 2.226, 2.545], [-0.447, 3.493, -3.117], [2.832, -3.995, 3.428], [0.295, -3.368, -0.687], [0.824, -3.651, 4.731], [-1.403, 4.869, -1.657], [-4.121, 6.093, -5.037], [-1.214, 3.352, 0.309], [0.269, -2.577, -8.942], [-0.234, -4.271, 2.926], [-5.311, 0.488, -1.953], [-7.574, 0.169, 5.021], [-1.701, 0.509, 0.973], [-4.123, 1.823, -0.526], [-6.012, 0.678, -0.313], [1.520, -6.087, -6.233], [4.511, -4.212, 7.007], [-1.728, -2.967, 4.562], [-1.796, 1.465, 3.568], [-1.900, -0.348, 1.673], [-1.451, 2.135, 2.738], [1.261, -0.687, 4.382], [-2.811, 4.424, -9.887], [-0.823, 2.945, -0.653], [4.963, 0.582, -4.457], [3.421, 1.163, -3.440], [5.843, -0.364, -10.305], [-0.410, -3.817, 1.914], [1.467, -2.653, 1.970], [-3.905, -1.146, -0.188], [5.490, -6.386, 0.775], [0.746, 0.277, -2.291], [0.171, 2.168, -3.234], [1.155, -0.911, -8.522], [3.031, -2.600, 4.672], [0.250, 1.088, 6.630], [-8.330, -1.526, 5.568], [-4.169, -0.515, 6.825], [6.307, 2.073, -10.358], [5.812, 1.159, -4.105], [-3.175, -1.851, 0.312], [-4.646, 7.958, -0.547], [1.453, -2.356, 3.046], [-4.703, -0.904, 0.561], [2.892, -0.619, -1.138], [-6.177, 2.049, -1.478], [-1.626, 3.003, -8.236], [3.455, -4.726, -8.392], [-0.600, 0.578, 5.034], [4.899, -1.098, 6.387], [1.016, 3.830, 3.765], [1.179, -1.244, 0.227], [-2.323, 3.865, 2.768], [-4.066, 11.090, -0.880], [3.504, 0.232, -0.745], [-0.437, -1.422, -1.066], [-4.016, 5.378, -3.243], [2.534, 3.209, 0.484], [-3.010, 5.115, -6.290], [-3.233, 9.057, -3.210], [-4.398, -2.433, 8.384], [2.693, 1.712, 2.369], [4.300, -6.369, 2.950], [3.628, -2.476, 2.898], [-5.952, 6.209, -5.650], [-1.344, -1.866, -0.890], [0.248, 1.257, -2.082], [3.479, -5.077, 0.137], [-2.052, 3.657, -10.006], [2.337, 2.006, 4.816], [-0.723, 5.257, 4.076], [0.763, 1.099, 1.725], [-5.104, -3.535, 6.276], [-1.682, 6.218, 2.902], [5.747, -9.139, 0.149], [5.595, -2.251, 9.298], [-0.641, -1.774, 5.314], [-0.526, 4.194, -3.979], [2.581, -0.517, 3.240], [0.724, 2.744, 3.885], [6.177, -4.149, 1.603], [-1.277, -1.511, 3.572], [-4.016, -2.366, 7.371], [-0.897, -2.245, 4.323], [4.941, -5.606, 1.293], [1.648, -7.237, -9.221], [0.583, 1.857, -4.226], [0.142, 3.111, 1.835], [-0.234, 1.560, -0.707], [-4.307, -1.614, -1.116], [0.421, -5.175, 2.907], [5.368, -1.282, -4.127], [-4.404, 2.227, 0.476], [4.236, 0.749, 1.173], [3.219, 0.434, 0.786], [5.468, 1.489, -10.720], [-3.808, 2.620, -1.255], [0.759, 0.466, -9.820], [-1.490, 1.409, 6.345], [-0.370, -1.600, 0.981], [0.768, -0.328, -6.715], [-3.736, 7.105, -4.995], [6.555, -2.809, 7.082], [-2.202, 1.679, 1.607], [-0.482, 1.349, 5.833], [5.319, -10.975, 2.739], [-9.609, -2.192, 4.278], [-0.249, 2.782, 5.186], [0.339, -3.103, 3.871], [1.482, -0.769, 3.272], [-2.171, -2.944, 7.418], [-0.142, 0.625, 0.538], [-4.190, 4.260, 3.779], [5.536, -2.620, 7.401], [-1.250, -4.607, 3.284], [-0.944, 3.856, -1.788], [3.426, -7.041, -7.503], [-9.084, -1.433, 7.347], [-0.210, 5.236, 2.344], [0.111, -0.923, 0.208], [-1.107, 5.256, 3.012], [-5.463, 9.567, -2.249], [-7.515, -2.240, 5.606], [2.224, -1.098, -8.573], [2.626, -6.369, -7.796], [3.779, -9.370, 1.643], [-5.486, 1.235, -1.142], [4.578, -0.122, -0.815], [5.347, 1.790, -12.627], [-2.883, 0.426, -0.552], [3.423, -11.343, 0.183], [-0.066, -3.076, -2.425], [0.383, -2.596, -1.521], [0.363, 3.333, 5.962], [0.548, 0.007, 2.569], [3.116, -0.612, 1.207], [4.774, 0.945, -6.347], [4.468, -10.104, 1.237]], "lowdin_charge": [-0.53, -0.09, 0.07, -0.12, -0.31, 0.06, 0.58, 0.52, 0.57, -1.60, -0.21, -0.05, 0.03, 0.08, 0.14, 0.08, -1.62, 0.07, 0.56, -0.06, 0.06, 0.53, -0.36, -0.39, 0.06, 0.55, 0.57, 0.05, 0.13, 0.12, -0.35, 0.11, -0.03, -0.07, -1.55, 0.76, 0.56, 0.06, 0.11, -0.28, -0.10, 0.08, -0.08, -1.59, 0.02, 0.07, -1.64, 0.56, -0.03, -0.02, 0.03, 0.54, -0.28, 0.04, 0.05, 0.08, 0.49, 0.54, 0.04, 0.56, 0.09, 0.10, 1.00, 0.58, -0.22, -0.12, 0.55, 0.83, 0.54, 0.61, -0.02, 0.02, 0.59, 0.07, 0.58, 0.07, -0.05, 0.55, -1.60, 0.83, 0.05, -0.08, 0.61, 0.06, 0.59, 0.59, 0.04, 0.10, 0.10, -0.51, 0.58, 0.07, -1.58, -0.11, -1.61, 0.57, 0.06, 0.08, -0.18, 0.05, 0.08, 0.58, 0.07, 0.13, -0.25, -1.61, 0.05, 0.52, 0.07, 0.12, 0.54, -0.11, -0.03, -0.30, -0.14, 0.57, 0.57, -0.31, -0.34, -0.20, 0.63, -0.18, 0.04, -1.61, 0.08, -0.08, -0.03, 0.57, 0.05, -0.16, -0.26, -0.02, -0.11, -0.04, -1.62, -0.05, -0.17, 0.09, 0.58, 1.04, 0.58, 0.10, -0.09, 0.10, -0.10, 0.10, 0.56, -1.63], "spin_multiplicity": 1, "total_charge": 1, "de_lowest_kcal_mol": 75.5, "energy_ha": -100391.6969, "gap_ev": 7.5}